(1)
Formula: C29H79O30P7
Source: the OMol25 dataset
Level of theory: the ωB97M-V functional and the def2-TZVPD basis

Last column: Mulliken charge in e.
Atoms and positions in Å:
P: 30.197852 3.446286 0.915275  1.063
P: 37.464878 3.862696 14.728181  1.026
P: 42.549019 -3.616500 4.033414  1.047
P: 32.570591 -10.660027 7.537455  0.889
P: 34.679135 -1.691717 7.327378  0.944
P: 32.770221 -5.636313 -3.357068  1.032
P: 25.229092 -0.309812 8.953438  1.044
O: 25.015375 -0.765355 7.533161  -0.684
O: 44.113692 -4.023210 4.099553  -0.302
O: 36.998499 3.746992 16.129356  -0.669
O: 35.809228 -2.835309 7.050428  -0.300
O: 42.592564 -2.160508 3.337342  -0.258
O: 31.151557 2.760314 -0.232821  -0.310
O: 41.696363 -4.700074 3.379145  -0.681
O: 42.267167 -3.270593 5.580625  -0.327
O: 33.435090 -4.824465 -2.125105  -0.288
O: 31.708381 -11.864683 7.602406  -0.648
O: 33.395233 -10.395297 6.176584  -0.242
O: 33.748975 -6.386823 -4.188068  -0.688
O: 42.340243 5.126683 7.515926  -0.391
O: 33.756794 -1.860862 5.970642  -0.268
O: 25.763566 1.241115 8.995030  -0.318
O: 37.194707 -8.303769 15.718836  -0.407
O: 29.450156 2.169738 1.575965  -0.264
O: 36.375853 4.245723 13.599391  -0.267
O: 23.898010 -0.254553 9.877583  -0.315
O: 38.171296 2.493920 14.138554  -0.290
O: 31.867655 -4.577324 -4.170902  -0.331
O: 34.021385 -1.853804 8.623749  -0.648
O: 31.651756 -6.586974 -2.629319  -0.282
O: 35.553247 -0.324602 7.014075  -0.302
O: 30.983134 4.361678 1.812662  -0.685
O: 29.078255 4.248987 0.071385  -0.325
O: 33.711496 -10.590469 8.758880  -0.274
O: 38.627176 5.008452 14.531997  -0.327
O: 26.293759 -1.191078 9.751545  -0.231
O: 31.684686 -9.287208 7.794576  -0.259
C: 42.964441 -2.221776 6.206638  -0.553
C: 23.138823 -1.446207 10.028501  -0.713
C: 44.720446 -4.498710 2.901997  -0.681
C: 31.033219 -9.078825 9.047767  -0.650
C: 28.535147 1.336537 0.840111  -0.681
C: 38.454319 6.285606 15.105234  -0.665
C: 31.104415 -3.548942 -3.617440  -0.657
C: 26.544539 -0.995899 11.157372  -0.534
C: 31.030406 -7.676844 -3.352599  -0.672
C: 32.176738 1.874442 0.144350  -0.672
C: 37.440647 1.328477 13.971123  -0.598
C: 32.578007 -2.690769 5.893686  -0.644
C: 40.740583 6.622263 8.377131  -0.556
C: 40.600086 6.647368 6.854484  -0.633
C: 34.581163 -5.395449 -1.356223  -0.615
C: 35.421200 -4.197146 7.068588  -0.591
C: 41.335720 -1.445452 3.181766  -0.702
C: 38.217497 -8.500271 14.717852  -0.422
C: 26.882168 1.618429 8.328118  -0.717
C: 34.877901 0.875202 6.718950  -0.642
C: 38.102671 -7.215116 13.958979  -0.541
C: 28.163227 5.068154 0.754333  -0.701
C: 34.881634 -11.496653 8.759602  -0.643
C: 42.084238 6.174785 6.560634  -0.407
C: 41.377470 5.251608 8.572900  -0.332
C: 32.840443 -10.526808 4.867570  -0.662
C: 36.638622 -6.946395 13.832156  -0.449
C: 34.987373 3.888722 13.723204  -0.736
C: 36.083865 -7.515445 15.136477  -0.409
H: 43.933537 -2.152209 5.712565  0.325
H: 31.560966 -7.940166 -4.267615  0.325
H: 31.775516 -10.696161 5.026764  0.308
H: 34.787440 3.295841 14.615730  0.371
H: 31.401642 -2.554192 -3.949466  0.277
H: 34.745577 -12.288658 8.023187  0.303
H: 41.490482 -0.779331 2.332988  0.254
H: 25.602858 -1.063010 11.702204  0.241
H: 28.622738 1.426539 -0.242627  0.331
H: 39.408797 6.633768 15.499998  0.234
H: 34.188615 -5.229402 -0.353009  0.260
H: 33.117282 2.380577 0.361849  0.260
H: 30.923383 -8.603154 -2.788153  0.250
H: 43.977484 -4.580755 2.108668  0.321
H: 41.305121 7.466906 8.772073  0.273
H: 35.794811 -10.920920 8.608847  0.254
H: 31.046984 -3.561496 -2.529030  0.299
H: 33.267212 -11.334958 4.273556  0.263
H: 32.419091 1.174400 -0.655216  0.248
H: 28.406210 6.109525 0.543118  0.269
H: 43.062330 -2.450311 7.267909  0.247
H: 30.192692 -8.397514 8.915740  0.252
H: 34.484381 4.836375 13.915701  0.288
H: 27.165745 4.920639 0.340354  0.270
H: 36.268192 -7.630183 13.068406  0.160
H: 32.510310 -3.300078 6.794939  0.292
H: 26.955498 0.010089 11.242247  0.255
H: 31.758613 -8.622977 9.721637  0.256
H: 30.601049 -9.983527 9.475368  0.317
H: 34.959775 -11.990745 9.728033  0.267
H: 38.013364 -9.383148 14.112076  0.259
H: 34.713656 -6.463969 -1.525962  0.306
H: 45.530798 -3.822313 2.630135  0.259
H: 33.797427 0.759413 6.804244  0.287
H: 30.092432 -7.235314 -3.689301  0.259
H: 35.813985 -6.697864 15.804942  0.262
H: 27.291024 -1.742662 11.427919  0.230
H: 35.301063 -4.546540 6.043122  0.222
H: 27.447320 0.947826 7.680823  0.350
H: 39.770278 6.762521 8.853509  0.312
H: 34.481428 -4.288226 7.613238  0.311
H: 37.915349 0.871611 13.102771  0.252
H: 39.864451 5.923356 6.504127  0.291
H: 22.100490 -1.173974 10.217805  0.255
H: 35.484504 -4.805833 -1.512553  0.237
H: 32.719510 -3.377422 5.059074  0.267
H: 27.594620 1.785127 9.136022  0.273
H: 37.467198 0.670420 14.839656  0.258
H: 38.595991 -7.332148 12.994078  0.324
H: 27.534266 1.643855 1.143263  0.279
H: 28.132626 4.953769 1.837877  0.336
H: 42.436386 -1.274258 6.099493  0.198
H: 38.116192 6.953347 14.312831  0.268
H: 31.836237 1.244942 0.966488  0.305
H: 45.208462 -5.470214 2.980263  0.249
H: 36.210442 -4.814377 7.497791  0.252
H: 35.088489 1.308703 5.741279  0.260
H: 40.571149 -2.179840 2.928374  0.346
H: 23.401463 -2.012603 10.921977  0.269
H: 36.399366 -5.950070 13.460409  0.362
H: 39.229646 -8.697306 15.071160  0.317
H: 34.558513 3.465976 12.814651  0.253
H: 32.879780 -9.580622 4.327868  0.269
H: 40.954934 -0.836638 4.001786  0.258
H: 40.326312 7.637694 6.490624  0.341
H: 38.627651 -6.403223 14.462310  0.275
H: 23.167316 -2.066607 9.132736  0.342
H: 35.076988 1.664652 7.443671  0.284
H: 31.677042 -2.078188 5.926868  0.277
H: 30.087190 -3.576099 -4.008101  0.288
H: 37.651824 6.329227 15.841577  0.332
H: 40.694284 4.411146 8.450466  0.242
H: 35.238195 -8.186074 14.984173  0.268
H: 42.748198 7.027287 6.703827  0.294
H: 26.663620 2.579165 7.861917  0.253
H: 41.993724 5.898820 5.510042  0.306
H: 28.642706 0.290297 1.126292  0.278
H: 36.382978 1.441337 13.732980  0.271
H: 41.896068 5.158172 9.527064  0.259

Cartesian forces (eV/Å) of the 6 atoms listed first:
1.78 0.93 0.07
1.17 -0.20 0.16
-0.47 -2.03 -0.39
-0.29 0.29 1.72
1.35 -0.68 -2.25
0.44 -1.02 0.15

## Properties
HOMO-LUMO gap ... 9.688 eV
LUMO energy ... 0.0368 eV
Structure (SMILES) ... COP(=O)(OC)OC.COP(=O)(OC)OC.COP(=O)(OC)OC.COP(=O)(OC)OC.COP(=O)(OC)OC.COP(=O)(OC)OC.COP(=O)(OC)OC.C1CCOC1.C1CCOC1

(2)
Formula: C5H11NO
Source: the OMol25 dataset
Level of theory: the ωB97M-V functional and the def2-TZVPD basis

Last column: natural (NBO) charge in e.
Atoms and positions in Å:
O: 3.283591 -0.247930 0.548030  -0.521
N: 1.029740 -1.776096 -0.199601  -0.835
C: -0.225793 0.072297 0.796081  -0.387
C: -1.576016 -0.026479 0.100425  -0.405
C: 2.227723 0.314413 0.423223  0.431
C: 0.963811 -0.345332 -0.092815  -0.168
C: -1.830115 1.154117 -0.812376  -0.610
H: -0.092977 1.059598 1.233856  0.199
H: -0.201709 -0.625251 1.642576  0.209
H: -1.604015 -0.934854 -0.495884  0.214
H: 2.128045 1.364865 0.736772  0.102
H: -2.843597 1.271480 -1.205585  0.219
H: 0.748674 0.079815 -1.083628  0.212
H: -1.481722 2.088787 -0.358625  0.198
H: -2.325133 -0.170996 0.883423  0.205
H: 1.466044 -2.227316 0.592893  0.370
H: 1.501339 -2.102129 -1.029572  0.371
H: -1.167891 1.051010 -1.679192  0.196

Cartesian forces (eV/Å) of the 6 atoms listed first:
-0.06 -0.06 0.00
-0.30 -0.47 -0.35
0.27 -0.80 0.35
-0.16 -0.25 0.31
0.21 -0.25 -0.02
-0.35 0.53 0.14

## Properties
HOMO-LUMO gap ... 10.293 eV
LUMO energy ... 0.9715 eV
Structure (SMILES) ... CCC[C@H](N)C=O

(3)
Formula: C33H16BF15O
Source: the OMol25 dataset
Level of theory: the ωB97M-V functional and the def2-TZVPD basis

Last column: natural (NBO) charge in e.
Atoms and positions in Å:
F: -5.360949 0.210362 -3.679837  -0.295
F: 2.759315 5.324144 -0.074734  -0.300
F: -1.033686 2.023579 -4.228560  -0.323
F: 3.249737 2.110699 -4.937717  -0.294
F: -2.398415 3.986767 -1.187837  -0.325
F: 0.997192 7.216980 -1.010968  -0.293
F: -3.352189 1.167815 -5.300526  -0.295
F: 1.595654 3.231386 -3.175800  -0.322
F: -5.060292 0.308490 -0.941448  -0.306
F: -1.619233 6.521978 -1.463230  -0.296
F: 2.032273 -2.206737 -3.395568  -0.302
F: 3.390156 -0.618256 -5.179864  -0.293
F: -2.884265 1.561942 0.106926  -0.336
F: 0.389571 -1.126279 -1.580807  -0.333
F: 1.970336 2.719884 0.128894  -0.331
O: 4.844117 -2.493784 3.491388  -0.471
C: -0.124365 3.217902 -0.909905  -0.305
C: 1.655373 1.878714 -3.167676  0.413
C: -2.888451 1.234710 -1.224929  0.397
C: 1.918940 -0.863915 -3.330685  0.254
C: -1.052126 -1.444268 1.920990  -0.104
C: 2.381802 -0.194273 2.143327  -0.075
C: -4.088880 0.775484 -1.754319  0.240
C: 3.483720 -0.673075 2.804636  -0.284
C: 2.639329 -0.061752 -4.211914  0.275
C: 0.044379 -0.652177 1.461112  0.137
C: 0.848835 1.112407 -2.317376  -0.302
C: 2.925009 -2.953505 2.053700  -0.282
C: -3.203385 1.165550 -3.957084  0.254
C: -1.072735 4.237145 -1.087341  0.406
C: 1.768963 -2.452570 1.486701  -0.115
C: -0.715795 5.587860 -1.110879  0.246
C: -1.984766 1.534156 -3.382472  0.399
C: -1.996481 -3.311817 3.229311  -0.257
C: -0.906823 -2.550962 2.821977  -0.120
C: 5.346532 -3.834758 3.268630  -0.262
C: 3.762925 -2.069380 2.785604  0.394
C: 0.593782 5.949588 -0.820730  0.273
C: -4.237306 0.723459 -3.135449  0.269
C: 2.534871 1.322721 -4.107540  0.251
C: -4.482795 -3.815181 3.145448  -0.651
C: 1.054121 -0.269115 -2.409818  0.341
C: -3.291279 -2.990148 2.793594  0.106
C: 1.500345 4.971795 -0.405374  0.258
C: -3.467519 -1.857271 1.989226  -0.240
C: 1.386964 -1.086889 1.640034  -0.188
C: 1.108109 3.635262 -0.397449  0.351
C: -1.757676 1.465699 -2.005396  -0.317
C: -2.386605 -1.119744 1.555735  -0.110
B: -0.310574 1.689211 -1.341210  0.035
H: 3.173913 -4.019682 1.985226  0.229
H: 0.085639 -2.792498 3.204949  0.224
H: -4.197656 -4.680685 3.751028  0.223
H: -2.535792 -0.276330 0.895162  0.254
H: -5.219181 -3.214485 3.687106  0.240
H: -0.146757 0.401872 1.245503  0.262
H: -4.484743 -1.564915 1.711128  0.235
H: 4.693597 -4.572319 3.752549  0.188
H: -1.853009 -4.154869 3.913754  0.226
H: -0.263982 0.967442 -0.305937  -0.042
H: 2.180647 0.877318 2.101502  0.248
H: 5.435835 -4.059931 2.197641  0.193
H: 6.333443 -3.833129 3.737120  0.217
H: 1.104415 -3.130284 0.944659  0.241
H: 4.157046 -0.021811 3.357233  0.249
H: -4.969201 -4.165509 2.228590  0.242

Cartesian forces (eV/Å) of the 6 atoms listed first:
0.43 0.33 0.26
-0.42 -0.07 -0.02
-0.53 -0.55 0.56
-0.37 -0.39 0.40
0.49 0.01 -0.51
-0.11 -0.31 0.35

## Properties
HOMO-LUMO gap ... 5.396 eV
LUMO energy ... -2.9101 eV

(4)
Formula: CH5NO
Source: the OMol25 dataset
Level of theory: the ωB97M-V functional and the def2-TZVPD basis

Last column: Löwdin spin population.
Atoms and positions in Å:
O: -2.330844 0.691028 -1.728321  0.676
N: 1.455788 -0.952427 1.350533  0.000
C: -1.248981 1.106229 -1.536350  0.158
H: 1.403990 -1.915389 1.033618  0.000
H: -0.354674 0.994939 -2.196646  0.076
H: 1.623082 -0.996248 2.354188  0.000
H: -1.052666 1.669586 -0.576450  0.091
H: 0.504303 -0.597718 1.299425  0.000

Cartesian forces (eV/Å) of the 6 atoms listed first:
-0.43 -0.28 -0.34
-0.41 0.12 0.15
0.85 0.51 0.69
0.09 -0.01 0.02
-0.21 -0.19 -0.28
0.26 -0.01 -0.15

## Properties
Spin multiplicity ... 2
HOMO-LUMO gap (spin up / spin down) ... 5.808 / 2.268 eV
LUMO energy (spin up / spin down) ... -7.7785 / -11.3185 eV
Net charge ... +1
<S²> ... 0.758

(5)
Formula: C3H3Cl9
Source: the OMol25 dataset
Level of theory: the ωB97M-V functional and the def2-TZVPD basis

Last column: natural (NBO) charge in e.
Atoms and positions in Å:
Cl: 1.958583 1.338490 -0.825592  -0.009
Cl: -2.786477 2.497480 0.293578  -0.003
Cl: 1.320673 -4.071070 2.585608  0.014
Cl: -0.511947 -3.051740 0.494418  0.036
Cl: -0.834197 0.313060 -1.080762  0.080
Cl: 1.571353 -1.533850 -0.425112  0.017
Cl: -2.680677 3.338950 -2.490362  -0.036
Cl: 1.183123 -1.313140 2.033978  0.051
Cl: -0.489977 3.787460 -0.572762  -0.004
C: -1.714677 2.642750 -1.117872  -0.245
C: 0.749593 0.078910 -0.188992  -0.204
C: 1.027063 -2.876900 1.310958  -0.316
H: -1.188257 1.749470 -1.454072  0.172
H: 0.612623 0.161040 0.889248  0.228
H: 1.783203 -3.060910 0.547738  0.218

Cartesian forces (eV/Å) of the 6 atoms listed first:
-1.18 -0.98 0.75
-0.11 -0.82 -0.35
-0.38 -0.49 0.16
-1.07 -0.89 0.68
3.28 -6.37 1.77
0.52 5.31 -6.18

## Properties
HOMO-LUMO gap ... 10.041 eV
LUMO energy ... -0.2792 eV

(6)
Formula: C3H9NO2
Source: the OMol25 dataset
Level of theory: the ωB97M-V functional and the def2-TZVPD basis

Last column: natural (NBO) charge in e.
Atoms and positions in Å:
O: -2.411770 -1.600756 -0.782764  -0.612
O: 1.198302 1.019391 1.068048  -0.758
N: -0.820589 -0.002413 -0.813893  -0.848
C: -1.250785 -1.285447 -0.561576  0.666
C: 1.017123 2.264963 0.346318  -0.253
C: -0.200198 -2.185620 -0.028025  -0.732
H: -1.539960 0.555350 -1.212536  0.398
H: 0.104300 0.357027 -0.625047  0.409
H: -0.533989 -3.098671 0.463613  0.240
H: 0.989862 2.021840 -0.715342  0.164
H: 0.136040 2.735416 0.769319  0.187
H: 0.491763 -2.556975 -0.790048  0.241
H: 1.938468 2.799578 0.561977  0.194
H: 0.435797 -1.743209 0.744351  0.227
H: 0.445640 0.719532 1.575603  0.478

Cartesian forces (eV/Å) of the 6 atoms listed first:
0.74 -0.05 0.17
0.80 -0.23 -0.35
-0.20 -0.90 0.12
-0.52 0.70 -0.25
0.44 -1.41 1.37
1.27 -1.35 0.92

## Properties
HOMO-LUMO gap ... 10.540 eV
LUMO energy ... 0.6926 eV
Structure (SMILES) ... CC(N)=O.CO

Values of relative energy (zero: lowest compared OMol25 entry of this formula, charge and spin), in order: 6.4 25.6 35.1 46.3 134.0 26.7, all in kcal/mol.
Values of molar mass, in order: 1124.7 101.1 724.3 47.1 358.1 91.1, all in g mol⁻¹.